DFT (the ωB97M-V functional and the def2-TZVPD basis) results for an isolated ion of composition C2H2O4P and charge -1 at a distorted geometry.

CARTESIAN COORDINATES (ANGSTROEM)
C -0.40195 1.76409 -0.95769
C -0.38614 0.17815 -0.28462
O -0.63822 1.90002 -2.13238
O -0.25953 2.42342 0.05940
O -1.20636 -0.34558 0.42979
O 0.90540 -0.38768 -0.29625
P 1.24075 -1.45352 0.90153
H 0.17473 -1.30201 1.75909
H 0.57131 -2.77688 0.52113

Cartesian forces (eV/Å) of the 2 atoms listed first:
-0.44 0.16 1.30
1.71 -1.67 -4.07

Computed properties:
**Energy relative to the best compared isomer or geometry (same formula, charge and spin)**: 0.938 eV
**Kohn-Sham gap (alpha / beta)**: 4.56 / 7.44 eV
**HOMO (alpha / beta)**: -0.355 / -5.540 eV
**Energy**: -19582.1194 eV
**Total charge**: -1
**Spin multiplicity**: 3

Atomic partial charges in e from the Löwdin method, atoms 1 to 5:
1. C -0.5883
2. C -0.5564
3. O 0.0726
4. O 0.0788
5. O -0.0504